Record 1
Molecular formula: C8H9N6
Method: DFT, ωB97M-V/def2-TZVPD

Results
frontier orbital gap: 8.66 eV
electronic energy: -638.4157 a.u.
net charge: +1
spin multiplicity: 1
energy above the lowest of the compared OMol25 structures with the same formula, charge and spin: 0.023 eV

Element x y z (Å)
C (-0.11861, -2.82745, -1.38628)
C (-0.17859, 0.51445, 1.38158)
C (-0.13857, -0.24615, -0.67639)
C (-0.20753, -1.28498, 0.25131)
C (-0.02071, -0.59111, -2.09745)
C (0.34598, 2.54141, -1.90598)
C (0.45248, 2.06016, -0.49577)
C (-0.27497, -1.57696, 2.68501)
N (-0.19926, -2.63340, -0.09931)
N (-0.00107, -1.94450, -2.32206)
N (-0.05293, 0.85139, 0.07047)
N (-0.29453, -0.76731, 1.50536)
N (0.09010, 0.31506, -3.10484)
N (0.11777, 1.84039, -2.92714)
H (-0.35786, -3.88465, -1.68844)
H (-0.25294, 1.33878, 2.14661)
H (1.63433, 1.96663, -0.40811)
H (0.15714, 2.92960, 0.04965)
H (0.24835, -2.57122, 2.60600)
H (0.20395, -1.15190, 3.62091)
H (-1.24853, -1.73903, 3.11590)
H (0.19544, -0.00669, -3.99850)
H (0.09661, 2.29830, -3.89603)

---

Record 2
Molecular formula: C8H9NO3
Method: DFT, ωB97M-V/def2-TZVPD

Results
frontier orbital gap: 8.78 eV
electronic energy: -590.5158 a.u.
SMILES: O=NOOCCc1ccccc1
spin multiplicity: 1
energy above the lowest of the compared OMol25 structures with the same formula, charge and spin: 6.070 eV

Element x y z (Å)
N (-1.08394, 0.50268, 1.02185)
O (0.07553, 0.29467, 1.15267)
C (-5.98035, 6.10449, -3.32939)
C (-4.60429, 6.16318, -3.58282)
C (-3.70656, 5.52510, -2.71983)
C (-4.17300, 4.83929, -1.58212)
C (-5.55688, 4.79813, -1.33251)
C (-6.45481, 5.43607, -2.19397)
C (-3.20019, 4.14719, -0.64586)
C (-2.85716, 2.68080, -0.96025)
O (-1.93822, 2.28223, 0.05304)
O (-1.40873, 0.99692, -0.33003)
H (-6.68085, 6.58875, -4.01007)
H (-4.22947, 6.70439, -4.45448)
H (-2.63326, 5.55492, -2.91850)
H (-5.92008, 4.26161, -0.45241)
H (-7.52624, 5.40942, -1.98022)
H (-2.24741, 4.69125, -0.66032)
H (-3.59706, 4.17837, 0.37768)
H (-3.74339, 2.02762, -0.91825)
H (-2.38378, 2.56571, -1.94730)

---

Record 3
Molecular formula: C8H9NO4
Method: DFT, ωB97M-V/def2-TZVPD

Results
frontier orbital gap: 8.63 eV
electronic energy: -665.8015 a.u.
spin multiplicity: 1
energy above the lowest of the compared OMol25 structures with the same formula, charge and spin: 2.956 eV

Element x y z (Å)
C (-3.28316, -0.60986, -0.22363)
C (-2.28811, -0.68302, 0.47418)
C (2.27740, -1.03702, -0.18702)
C (1.26059, 1.00692, -0.40846)
C (3.30466, -0.01812, 0.22377)
C (2.71297, 1.32948, -0.21388)
C (-4.40081, -0.01927, -0.98123)
C (-1.04803, -0.88645, 1.08949)
N (1.10226, -0.37949, -0.40684)
O (2.41522, -2.19491, -0.21384)
O (0.34197, 1.77656, -0.57275)
O (-0.35944, 0.01878, 1.73743)
O (-0.04781, -0.90692, -0.65057)
H (3.37244, -0.10769, 1.35857)
H (4.24438, -0.21001, -0.15171)
H (3.13883, 1.53850, -1.19032)
H (2.83838, 2.10614, 0.56536)
H (-4.99555, -0.89649, -1.41457)
H (-3.99700, 0.62110, -1.64610)
H (-5.02176, 0.50963, -0.20216)
H (-0.89956, -1.83357, 1.46292)
H (-0.66787, 0.87571, 1.55136)

---

Record 4
Molecular formula: C8H9NO4S
Method: DFT, ωB97M-V/def2-TZVPD

Results
frontier orbital gap: 9.42 eV
electronic energy: -1063.9282 a.u.
SMILES: C[C@@]1([N+](=O)[O-])C=CC=CC([SH](=O)=O)=C1
spin multiplicity: 1
energy above the lowest of the compared OMol25 structures with the same formula, charge and spin: 3.961 eV

Element x y z (Å)
C (0.00292, -2.17522, -0.31691)
C (-1.08471, -1.41964, 0.09930)
C (1.07537, -1.57598, -1.09960)
C (1.44481, -0.26237, -0.94144)
C (-0.36526, 0.89507, -0.22585)
C (-1.31353, -0.03080, -0.19505)
C (1.05296, 0.68736, 0.21194)
C (1.16767, 0.27265, 1.71372)
N (1.88602, 1.91519, -0.04749)
O (1.43153, 2.68220, -0.90929)
O (2.95805, 2.02538, 0.47365)
O (-3.81349, -0.32405, 0.55597)
O (-3.14372, 1.91886, -0.13817)
S (-2.99456, 0.51001, -0.29566)
H (-0.08079, -3.23827, -0.33691)
H (-1.70196, -2.04294, 0.76031)
H (1.58417, -2.17576, -1.74466)
H (2.17881, 0.14417, -1.68013)
H (-0.63349, 1.92771, -0.59042)
H (2.16789, 0.28173, 1.92564)
H (0.79100, -0.81781, 1.89265)
H (0.54101, 0.84087, 2.45878)
H (-3.15070, -0.03839, -1.57040)

---

Record 5
Molecular formula: C8H9NOS
Method: DFT, ωB97M-V/def2-TZVPD

Results
frontier orbital gap: 8.79 eV
electronic energy: -838.3379 a.u.
SMILES: [H]/N=C/c1ccccc1CSO
spin multiplicity: 1
energy above the lowest of the compared OMol25 structures with the same formula, charge and spin: 2.910 eV

Element x y z (Å)
C (-1.41698, -1.42089, 1.44362)
C (-1.24312, -2.10386, 0.18377)
C (-0.94127, -0.13200, 1.52521)
C (-0.62938, -1.41545, -0.80703)
C (-0.34630, 0.61086, 0.45198)
C (-0.07699, -0.13266, -0.75784)
C (0.71870, 0.26664, -2.08135)
C (-0.12049, 1.98740, 0.94373)
N (0.80181, 2.72582, 0.45860)
O (2.50369, -0.45129, -0.22972)
S (2.34655, -0.58799, -1.87249)
H (-1.92306, -1.95072, 2.19020)
H (-1.60601, -3.18224, 0.08813)
H (-1.26707, 0.31687, 2.36968)
H (-0.35140, -1.93083, -1.72610)
H (0.08794, -0.20039, -2.87157)
H (0.79585, 1.34363, -2.08076)
H (-0.92160, 2.24804, 1.71095)
H (2.61619, 0.40785, 0.21856)
H (0.97294, 3.60121, 0.84244)